ORCA calculation (wB97M-V/def2-TZVPD) on the molecule C6H10ClOP in a non-equilibrium geometry.

The geometry in XYZ format:
```
19
Properties=species:S:1:pos:R:3:mulliken_charge:R:1
C -1.9923 0.2684 -0.2611 -1.2144
C -1.2195 -0.4787 0.5556 0.6983
C -1.7454 -1.0442 1.8945 -1.1803
C 0.0986 -0.8614 0.0382 -0.4689
C 1.0723 -0.2114 -0.6167 0.7584
C 2.4125 -0.7704 -0.9747 -1.1680
O 0.7443 1.0290 -1.1080 -0.4041
P 0.3419 2.4418 -0.2838 0.2950
Cl 2.0573 3.4502 -0.5317 -0.2411
H -1.4802 0.6086 -1.1455 0.5517
H -3.0462 0.6774 0.0497 0.1727
H -2.6729 -0.5264 2.0018 0.3509
H -1.1302 -0.8833 2.9212 0.2456
H -1.8550 -2.1390 1.8180 0.2962
H 0.3474 -1.8407 0.3380 0.3703
H 2.3456 -1.7270 -1.6222 0.2687
H 2.9550 -1.1442 -0.1532 0.3420
H 2.8949 0.1218 -1.5159 0.3005
H -0.1279 3.0297 -1.4041 0.0262
```

Calculated values
Structure (SMILES): C=C(C)/C=C(/C)OPCl
Gap between HOMO and LUMO, eV: 9.1
E, Eh: -1111.34752
E_LUMO, eV: 0.803
HOMO energy, eV: -8.310
Energy above the lowest of the compared OMol25 structures with the same formula, charge and spin, kcal/mol: 31.4

***

ORCA calculation (wB97M-V/def2-TZVPD) on the ion C5H9N2O with charge +1 in a non-equilibrium geometry.

The geometry in XYZ format:
```
17
Properties=species:S:1:pos:R:3:mulliken_charge:R:1
C -1.0533 -1.9215 0.2329 -0.2742
N -1.0838 -0.8468 -0.4320 -0.1208
C -1.1086 -0.1122 -1.4902 0.0187
N -0.4709 1.0952 -1.4632 -0.1753
C 0.3840 1.6328 -0.3880 -0.7731
C 0.3748 0.7159 0.8253 -0.5386
C 1.4907 -0.1219 0.9646 -0.1204
O 1.6120 -1.0745 1.9910 -0.4504
H -0.4408 -2.6687 -0.2089 0.3292
H -1.6251 -1.8204 1.1002 0.3419
H -1.8085 -0.5002 -2.1821 0.4202
H -0.3799 1.4738 -2.4008 0.2605
H -0.0100 2.5754 -0.1617 0.3690
H 1.2747 2.0040 -0.8079 0.4682
H -0.5488 0.7020 1.3360 0.4864
H 2.3697 -0.2333 0.4120 0.4232
H 1.0237 -0.8996 2.6728 0.3356
```

Calculated values
Structure (SMILES): C=N/C=[NH+]\C/C=C/O
Gap between HOMO and LUMO, eV: 8.4
Net charge: +1
E, Eh: -380.30702
E_LUMO, eV: -4.586
HOMO energy, eV: -13.017
Energy above the lowest of the compared OMol25 structures with the same formula, charge and spin, kcal/mol: 90.9

***

ORCA calculation (wB97M-V/def2-TZVPD) on a cluster of 15 separate species, C21H72N8O15 in total in a non-equilibrium geometry.

The geometry in XYZ format:
```
116
Properties=species:S:1:pos:R:3:mulliken_charge:R:1
C -2.3139 2.1705 5.2452 -0.6587
O -2.0588 0.8103 5.0198 -0.4675
H -1.6031 2.6994 5.8801 0.2879
H -2.3721 2.7164 4.3035 0.2579
H -3.2701 2.2194 5.7661 0.2702
H -1.2382 0.4852 5.3972 0.3196
C 1.4910 1.6647 5.6003 -0.6829
O 0.7420 0.5602 6.0973 -0.5522
H 2.4759 1.3005 5.3082 0.3803
H 1.0077 2.3042 4.8617 0.1614
H 1.6842 2.2926 6.4701 0.4253
H 1.2463 0.1448 6.8007 0.2553
C -1.0214 0.0975 -6.3512 -0.6936
O -1.4166 -0.3323 -5.0429 -0.3329
H -1.4477 1.0747 -6.5782 0.2578
H 0.0669 0.1098 -6.4114 0.2357
H -1.3932 -0.4727 -7.2024 0.3040
H -2.3650 -0.1843 -5.0607 0.2029
C -3.0752 -0.6824 -1.5346 0.6244
O -4.3320 -0.8106 -0.8786 -0.5682
H -3.1146 -0.5456 -2.6152 0.1271
H -2.5779 0.1521 -1.0401 -0.4061
H -2.3672 -1.4287 -1.1743 -0.0398
H -5.0393 -0.3012 -1.2811 0.3027
C -0.1864 0.2052 0.3689 0.3598
O -0.0344 -0.8264 1.3265 0.0748
H 0.7952 0.6703 0.2776 -0.3358
H -0.4480 -0.2358 -0.5929 -0.1758
H -0.8793 0.9998 0.6455 0.1308
H 0.3930 -0.4155 2.0815 -0.4542
C -3.6229 3.1658 -2.9508 0.5942
O -3.2036 2.8948 -1.8057 -0.4748
N -3.7966 4.3013 -3.6672 -0.4883
N -4.2412 2.2910 -3.6592 -0.3409
H -3.2528 5.0170 -3.2067 0.2762
H -4.3506 4.4522 -4.4981 0.1510
H -4.5437 2.6321 -4.5605 0.1273
H -4.5341 1.4036 -3.2760 0.1867
C 2.9322 2.9610 1.5936 0.6908
O 3.1069 4.1261 1.2370 -0.7420
N 3.2613 1.8836 0.9547 0.2323
N 2.4082 2.6446 2.7042 -0.1334
H 3.1708 0.9830 1.4028 -0.0220
H 3.7765 2.1005 0.1135 -0.2043
H 2.2621 3.4234 3.3306 0.2262
H 2.3654 1.7152 3.0971 -0.0352
C -2.4283 -5.2623 -3.9009 0.5705
O -2.9756 -5.3148 -4.9906 -0.7374
N -2.3017 -6.3015 -3.1928 -0.2869
N -2.0088 -4.2041 -3.2816 -0.1390
H -2.7213 -7.1989 -3.3898 0.2156
H -2.1100 -6.1698 -2.2099 0.2100
H -1.4422 -4.3191 -2.4535 0.2459
H -2.1357 -3.2871 -3.6857 0.0167
C -1.7504 -3.6293 2.6283 0.4157
O -2.5812 -4.5243 2.8061 -0.7516
N -1.4896 -3.1285 1.3823 0.0015
N -1.0727 -2.9028 3.4878 -0.0559
H -1.9380 -3.4372 0.5316 0.3634
H -0.8993 -2.3097 1.4179 0.2571
H -0.4996 -2.0889 3.3172 0.0657
H -1.2233 -3.2307 4.4312 0.1940
C 1.5521 -5.3096 -0.0742 -1.1390
C 0.4028 -6.1476 -0.7846 -0.2418
O -0.7834 -5.4302 -0.7782 -0.4499
H 1.7317 -4.3736 -0.6032 0.2142
H 2.4823 -5.8574 0.0760 0.4691
H 1.3143 -5.1030 0.9694 0.2815
H 0.3597 -7.0551 -0.1824 0.2169
H 0.5355 -6.2833 -1.8580 0.3939
H -0.8168 -4.9615 0.0590 0.1468
C -0.1362 2.9482 -2.5492 -1.1183
C 0.5757 3.1036 -1.1610 0.8415
O 1.3890 4.2043 -1.2199 -0.7119
H 0.5732 2.9224 -3.3763 0.3760
H -0.9128 3.7085 -2.6326 0.2358
H -0.7913 2.0793 -2.6111 0.1273
H 1.2699 2.2853 -0.9696 -0.4441
H -0.0446 3.1891 -0.2688 0.3431
H 1.8382 4.1081 -0.3769 0.3095
C 5.1638 4.4294 -1.7312 -0.9968
C 5.4571 3.0704 -1.2395 -0.2637
O 4.5840 2.0953 -1.7858 -0.4943
H 6.0974 4.9812 -1.6211 0.4089
H 4.4051 4.9157 -1.1180 0.2065
H 5.0157 4.4810 -2.8098 0.2624
H 5.2816 3.0477 -0.1639 0.1813
H 6.4973 2.8076 -1.4317 0.3747
H 4.6768 1.9650 -2.7324 0.2771
C 3.5550 -1.3080 3.8793 -0.9209
C 2.2172 -1.9653 3.6406 -0.0872
O 1.1606 -0.9113 3.7274 -0.5687
H 3.4770 -0.4025 3.2776 0.0893
H 4.3918 -1.9247 3.5514 0.4100
H 3.5906 -1.0793 4.9445 0.2419
H 2.0343 -2.8230 4.2879 0.4418
H 2.1327 -2.2815 2.6009 0.0869
H 0.9087 -0.7428 4.6383 0.1997
C -3.5447 1.6108 1.6061 0.4132
C -4.5390 2.6051 1.1254 -0.6115
O -3.9067 3.7526 0.5491 -0.6116
H -4.2005 0.9394 2.1604 0.3357
H -2.8050 1.9887 2.3119 -0.1116
H -3.2398 1.2947 0.6085 -0.4441
H -5.1997 2.8485 1.9574 0.4376
H -5.2318 2.1423 0.4225 0.1915
H -3.4291 3.4957 -0.2431 0.5146
C 3.3292 -1.6028 -1.1692 -0.4684
C 2.3520 -0.9745 -2.2114 0.4280
O 3.0046 -1.0826 -3.4505 -0.5771
H 3.2795 -2.6876 -1.2635 0.3157
H 2.7689 -1.5721 -0.2348 -0.2067
H 4.3193 -1.1541 -1.0898 0.2769
H 2.3307 0.0792 -1.9331 -0.3758
H 1.3113 -1.2960 -2.2520 0.2159
H 2.7071 -1.8984 -3.8599 0.3391
```

Calculated values
Gap between HOMO and LUMO, eV: 8.6
E, Eh: -2409.79980
E_LUMO, eV: -0.278
HOMO energy, eV: -8.922
Energy above the lowest of the compared OMol25 structures with the same formula, charge and spin, kcal/mol: 0.0

***

ORCA calculation (wB97M-V/def2-TZVPD) on the molecule C22H27FN4O3 in a non-equilibrium geometry.

The geometry in XYZ format:
```
57
Properties=species:S:1:pos:R:3:mulliken_charge:R:1
C -0.6960 3.4003 0.1206 -0.4934
O -1.5878 2.6307 0.9100 -0.5345
C -0.9949 1.5762 1.6009 1.9317
C -2.1509 0.8271 2.2892 -1.0846
N -3.0719 0.3575 1.2871 -0.1107
C -3.4527 -0.9314 1.1694 0.4431
O -3.1716 -1.7783 1.9926 -0.6842
C -4.2237 -1.2388 -0.1050 -0.5476
C -3.3346 -2.1056 -1.0192 -1.8488
C -1.9151 -1.6018 -1.0528 0.2107
C -0.8820 -2.2840 -0.3374 1.9859
C -1.1346 -3.5471 0.4158 -1.5495
N 0.3471 -1.8366 -0.2863 -0.5426
C 0.6572 -0.7195 -0.9330 -0.2424
C 1.8516 0.0023 -1.0760 0.1227
C 3.1233 -0.3339 -0.4575 0.4998
C 3.1360 -1.1401 0.6843 -0.2987
C 4.3216 -1.4662 1.3111 -0.8111
C 5.5080 -0.9844 0.7884 0.3400
F 6.6739 -1.2936 1.4013 -0.3424
C 5.5332 -0.2024 -0.3505 -0.8018
C 4.3398 0.1178 -0.9698 -0.3617
C 1.4965 1.0918 -1.8967 0.7691
C 2.3214 2.2393 -2.3589 -1.8999
N 0.2071 1.0574 -2.2339 -1.7668
N -0.2975 -0.0331 -1.6685 1.0404
C -1.5855 -0.4504 -1.7295 0.9404
C -2.4970 0.4157 -2.5306 -1.7090
O -0.0642 2.0752 2.5247 -0.5069
C 0.9695 1.1805 2.8639 -0.5874
H -1.2834 4.2297 -0.2663 0.2806
H -0.3006 2.8061 -0.7101 0.0607
H 0.1277 3.7817 0.7266 0.3162
H -0.4729 0.8954 0.8941 -0.8484
H -1.7848 -0.0382 2.8439 0.4186
H -2.6398 1.5265 2.9741 0.2327
H -3.3209 1.0426 0.5912 0.2728
H -5.1246 -1.7978 0.1499 0.5103
H -4.5114 -0.3151 -0.6051 0.2861
H -3.3422 -3.1244 -0.6395 0.3269
H -3.7579 -2.1191 -2.0260 0.4586
H -1.5125 -4.3266 -0.2436 0.3934
H -0.2003 -3.8799 0.8581 0.3736
H -1.8629 -3.3690 1.2061 0.2990
H 2.2030 -1.5212 1.0674 0.5597
H 4.3363 -2.0857 2.1939 0.4523
H 6.4767 0.1427 -0.7438 0.4420
H 4.3636 0.7036 -1.8731 0.4452
H 2.9514 1.9462 -3.1983 0.3900
H 2.9567 2.6038 -1.5543 0.4882
H 1.6615 3.0363 -2.6930 0.3927
H -1.9518 0.7876 -3.3964 0.4648
H -3.3846 -0.1184 -2.8531 0.4159
H -2.7933 1.2846 -1.9426 0.2029
H 1.6270 1.7259 3.5371 0.3439
H 1.5309 0.8662 1.9761 0.1953
H 0.5833 0.2921 3.3730 0.2663
```

Calculated values
Structure (SMILES): COC(CNC(=O)CCc1c(C)nc2c(-c3ccc(F)cc3)c(C)nn2c1C)OC
Gap between HOMO and LUMO, eV: 8.2
E, Eh: -1399.16634
E_LUMO, eV: 0.440
HOMO energy, eV: -7.759
Energy above the lowest of the compared OMol25 structures with the same formula, charge and spin, kcal/mol: 2.4

***

ORCA calculation (wB97M-V/def2-TZVPD) on a structure of composition C14H15NSeTb in a non-equilibrium geometry.

The geometry in XYZ format:
```
32
Properties=species:S:1:pos:R:3:mulliken_charge:R:1
C 0.9531 -1.3129 -3.2532 -0.2358
C -0.4436 -1.3110 -3.5693 -0.3143
C -1.1270 -2.0540 -2.5490 -0.4750
C -0.1357 -2.5197 -1.6074 -0.5996
C 1.1426 -2.0464 -2.0453 -0.5906
Tb -0.2611 -0.0511 -1.2393 0.5444
C -1.5253 1.7584 -2.3471 -1.3055
C -0.2140 1.9077 -2.6839 1.0327
C 0.6049 2.4897 -3.5904 -0.8695
N 1.1302 1.3514 -2.1605 -0.4381
H -2.2220 -2.2071 -2.5108 0.3019
H -0.9018 -0.8281 -4.4599 0.3828
H -0.3385 -3.0708 -0.6995 0.4240
H 2.0969 -2.2439 -1.5913 0.3628
H 1.7227 -0.8757 -3.8834 0.3601
H -2.2544 1.3183 -3.0848 0.1889
H 2.1659 1.5369 -2.2477 0.1473
H -2.0040 2.4479 -1.6065 0.2171
H 0.0534 3.0623 -4.3793 0.2776
H 1.7409 2.4291 -3.6007 0.1273
Se 0.3750 0.6760 1.3960 -0.3491
C -0.0353 -0.0218 3.0982 0.2558
C -1.1565 0.4889 3.7665 -0.5385
C -1.1248 0.5228 5.1649 -0.2634
C -0.0455 -0.0365 5.8648 -0.3916
C 1.0114 -0.6432 5.1874 -0.3143
C 1.0021 -0.7031 3.8024 -0.5407
H -1.9169 1.0087 3.2004 0.3425
H -1.9424 1.0196 5.7103 0.2945
H -0.0430 0.0322 6.9686 0.2852
H 1.8463 -1.0418 5.7213 0.3595
H 1.8464 -1.0829 3.2286 0.3215
```

Calculated values
Gap between HOMO and LUMO (alpha / beta), eV: 5.9 / 6.0
Net charge: -1
E, Eh: -3822.89218
E_LUMO (alpha / beta), eV: 2.789 / 2.785
Multiplicity: 7
HOMO energy (alpha / beta), eV: -3.116 / -3.263
<S²>: 12.61
Energy above the lowest of the compared OMol25 structures with the same formula, charge and spin, kcal/mol: 29.3

***

ORCA calculation (wB97M-V/def2-TZVPD) on the ion C5H10NO with charge +1 in a non-equilibrium geometry.

The geometry in XYZ format:
```
17
Properties=species:S:1:pos:R:3:mulliken_charge:R:1
C 1.6939 -0.6201 -1.7885 0.1395
N 0.8272 -0.0139 -1.2253 -0.0934
C -0.2960 0.5587 -0.5836 0.0820
C -1.3764 1.0193 -2.0147 -0.9332
O -0.8918 -0.1799 0.4175 -0.3713
C -0.4778 -0.1854 1.8638 -0.1521
C 0.8287 -0.9851 1.9604 -1.3390
H 2.3269 -1.1453 -2.4155 0.4828
H -0.0715 1.6255 -0.1407 0.3523
H -1.5988 2.1008 -1.7605 0.2826
H -2.1712 0.4046 -1.8545 0.3377
H -0.7486 0.9621 -2.8622 0.3983
H -0.2646 0.8610 2.1569 0.2734
H -1.2452 -0.8210 2.1722 0.3059
H 0.9068 -1.8237 1.3195 0.3738
H 1.6296 -0.4249 1.8034 0.4523
H 0.9289 -1.3327 2.9517 0.4084
```

Calculated values
Structure (SMILES): C#[N+][C@@H](C)OCC
Gap between HOMO and LUMO, eV: 9.8
Net charge: +1
E, Eh: -326.09398
E_LUMO, eV: -4.959
HOMO energy, eV: -14.722
Energy above the lowest of the compared OMol25 structures with the same formula, charge and spin, kcal/mol: 117.9

***

Q: Which of these has the highest E?
A: C5H10NO

***

Q: Number 1 is which compound?
A: C6H10ClOP

***

Q: E of number 6 (C5H10NO)?
A: -326.09398 Eh